P:
Computed, not measured: an isolated molecule of C3H5N3, with ωB97M-V/def2-TZVPD.

Values from the calculation:
- Total charge: 0
- HOMO-LUMO gap: 0.32267 Ha
- LUMO energy: 0.598 eV

```
11
C3H5N3, DFT ωB97M-V/def2-TZVPD
N 1.2158 -2.0932 0.4976
N 0.2917 -1.4404 0.3499
N 2.1218 0.1644 -0.0672
C 0.9298 0.6246 -0.1653
C -0.2045 -0.2521 0.0636
C -1.6718 0.0500 0.0151
H -1.8140 1.0812 -0.3234
H 2.8364 0.8605 -0.2486
H -2.1579 -0.0381 0.9943
H 0.6828 1.6612 -0.4172
H -2.2110 -0.5962 -0.6873
```

Q:
Computed, not measured: an isolated molecule of C3H5N3, with ωB97M-V/def2-TZVPD.

Values from the calculation:
- SMILES string: Nc1cc[nH]n1
- Total charge: 0
- HOMO-LUMO gap: 0.34974 Ha
- LUMO energy: 1.104 eV

```
11
C3H5N3, DFT ωB97M-V/def2-TZVPD
N 1.5066 -0.7606 0.0073
N -1.9502 -0.4441 -0.0446
N 0.2395 -1.3032 -0.1493
C -0.5817 -0.2869 -0.0827
C 0.1107 0.9711 -0.0006
C 1.4090 0.6165 0.1407
H -0.3017 1.9614 -0.1293
H -2.2849 -1.3010 0.3692
H -2.4876 0.3774 0.1759
H 2.0828 -1.0148 -0.7911
H 2.2575 1.1841 0.5046
```

Which is the most stable structure? Q is the most stable.

P:
Computed, not measured: an isolated molecule of C10H11NO2S, with ωB97M-V/def2-TZVPD.

Values from the calculation:
- SMILES string: [H]/N=C/c1ccc(OC)cc1SC(C)=O
- Total charge: 0
- HOMO-LUMO gap: 0.33726 Ha
- LUMO energy: 0.696 eV

```
25
C10H11NO2S, DFT ωB97M-V/def2-TZVPD
S 0.1209 -2.1164 -1.2806
O 0.0120 2.9410 -1.5521
O -1.7991 -2.2356 0.4658
N 1.1829 -2.6910 1.3430
C 0.0963 0.6087 -1.2438
C -1.1299 -2.9069 -0.3303
C 0.8223 -0.4135 0.8233
C 0.8845 0.8407 1.3054
C 0.2574 1.9326 -0.6842
C 0.5775 2.0098 0.6642
C 0.2613 4.3568 -1.1279
C 1.4322 -1.5030 1.6209
C -1.3445 -4.3366 -0.7108
C 0.3211 -0.5204 -0.5149
H 2.0220 -1.1217 2.4765
H -1.0466 -4.4502 -1.7188
H -2.4515 -4.6239 -0.7084
H 1.0984 0.9335 2.3539
H 1.0047 2.8666 1.1798
H -0.0119 4.9276 -1.9728
H -0.2556 4.8461 -0.1831
H 1.5732 -3.4382 1.9697
H 1.3617 4.3427 -1.0976
H -0.6683 -5.0636 -0.0946
H -0.0246 0.6073 -2.3615
```

Q:
Computed, not measured: a 2-piece molecular cluster, C10H11NO2S overall, with ωB97M-V/def2-TZVPD.

Values from the calculation:
- Total charge: 0
- HOMO-LUMO gap (alpha / beta): 0.29067 / 0.28684 Ha
- LUMO energy (alpha / beta): -0.848 / -0.986 eV

```
25
C10H11NO2S, DFT ωB97M-V/def2-TZVPD
S -1.8651 2.2292 0.4076
O -3.2558 -2.0178 -0.8780
O -2.3436 2.4330 -1.0222
N -0.3603 -2.0370 0.7517
C 1.6299 0.2400 1.1398
C 0.1889 1.2333 -1.0638
C -1.0533 -1.6500 -0.0949
C 1.3729 0.5251 -1.2202
C 2.1534 0.0999 -0.1464
C -2.1372 -1.2439 -0.9150
C 3.4072 -0.6879 -0.1397
C -0.2078 1.4280 0.2296
C 0.5026 0.9598 1.3412
C -2.5189 0.8090 1.1859
H 4.2790 -0.4814 -0.8501
H -2.2890 -0.1853 -0.9911
H 0.0474 1.0367 2.3889
H 1.7265 0.3664 -2.3096
H 2.2104 -0.1457 2.0485
H -3.0402 -2.9376 -1.0325
H 3.9266 -0.5602 0.8277
H 3.2612 -1.6510 -0.3759
H -3.6044 0.6319 1.1931
H -0.2738 1.4705 -1.9928
H -1.7566 0.1350 1.5182
```

Which is the most stable structure? P is the most stable.

P:
Computed, not measured: a 2-piece molecular cluster, C3H3N3OS overall, with ωB97M-V/def2-TZVPD.

Values from the calculation:
- SMILES string: N#C/C(O)=[NH+]\[S-].C#N
- Total charge: 0
- HOMO-LUMO gap (alpha / beta): 0.26831 / 0.26841 Ha
- LUMO energy (alpha / beta): -0.734 / -0.733 eV

```
11
C3H3N3OS, DFT ωB97M-V/def2-TZVPD
S 1.9377 -0.1109 1.3842
O -1.6192 1.1351 0.5728
N 0.3817 0.2868 -1.7394
N 0.5004 0.6723 1.1653
N -1.3489 -2.2210 0.3231
C -0.9520 -1.1457 0.4121
C -0.6341 0.2196 0.6482
C 1.2573 -0.4257 -1.9161
H 2.1578 -0.8894 -2.1799
H -2.3499 0.7138 0.1418
H 0.6692 1.7651 1.1877
```

Q:
Computed, not measured: a 2-piece molecular cluster, C3H3N3OS overall, with ωB97M-V/def2-TZVPD.

Values from the calculation:
- Total charge: 0
- HOMO-LUMO gap (alpha / beta): 0.24984 / 0.25010 Ha
- LUMO energy (alpha / beta): -1.835 / -2.164 eV

```
11
C3H3N3OS, DFT ωB97M-V/def2-TZVPD
S 2.1383 2.1683 -0.7983
O -0.6767 -2.4285 -0.2699
N -0.8053 1.5951 1.1176
N 0.4459 -2.3251 -0.9428
N -0.9828 -1.2382 0.3230
C -0.3126 0.9706 0.0892
C -0.0603 -0.3644 -0.1196
C 0.9135 -1.1224 -0.9047
H -1.1178 2.5130 1.1327
H -1.2403 1.0427 2.0370
H 1.6981 -0.8112 -1.6642
```

Which is the most stable structure? P is the most stable.